Molecular formula: C46H46N5O3PSeV
Method: DFT, the ωB97M-V functional and the def2-TZVPD basis

Properties
E_LUMO (alpha / beta)   -3.045 / -2.845 eV
⟨S²⟩   2.0140
Total charge   +1
E_HOMO (alpha / beta)   -0.353 / -0.353 hartree
HOMO-LUMO gap (alpha / beta)   6.56 / 6.77 eV
2S+1   3

XYZ file:
```
103
Properties=species:S:1:pos:R:3:forces:R:3
V -0.462 -2.681 -0.931 0.1 -0.1 0.8
O -2.071 -6.196 -2.029 -0.1 -0.2 -0.1
C -1.394 -5.275 -1.638 0.2 0.6 0.3
N -1.625 -3.936 -1.753 -0.3 -0.6 -0.4
C -2.974 -3.395 -1.914 0.4 -0.2 0.5
C -3.268 -2.689 -0.588 0.4 -0.3 0.0
C -4.525 -2.348 -0.135 -0.1 0.0 -0.2
C -4.665 -1.800 1.129 -0.2 0.1 0.1
C -3.547 -1.600 1.921 0.0 0.0 0.1
C -2.316 -1.933 1.405 0.1 -0.1 -0.3
N -2.171 -2.466 0.181 -0.7 0.4 0.3
C -0.161 -5.513 -0.758 -0.4 0.5 0.1
C 0.454 -6.735 -0.657 0.0 -0.2 -0.1
C 1.446 -6.907 0.297 0.1 -0.1 0.0
C 1.738 -5.867 1.159 0.0 0.0 0.1
C 1.082 -4.665 0.992 -0.2 0.2 -0.1
N 0.168 -4.460 0.034 0.5 -0.8 -0.2
H -3.691 -4.186 -2.119 -0.1 0.0 0.1
H -3.007 -2.676 -2.732 0.0 0.1 -0.1
H -5.386 -2.527 -0.766 0.0 0.0 0.0
H -5.649 -1.538 1.499 0.1 0.0 0.0
H -3.622 -1.183 2.916 0.0 0.0 0.0
H -1.408 -1.767 1.967 0.1 0.0 0.0
H 0.128 -7.532 -1.312 0.0 0.0 0.0
H 1.970 -7.851 0.380 0.0 0.0 0.0
H 2.470 -5.970 1.948 0.0 0.0 0.0
H 1.285 -3.833 1.651 0.1 0.1 0.0
O -0.728 0.431 -3.372 -0.3 0.3 -0.3
C 0.036 -0.274 -2.793 -0.2 -1.2 1.1
O -0.394 -1.373 -2.103 0.6 1.5 -1.7
C 1.523 -0.105 -2.818 0.0 -0.1 0.1
C 2.013 0.606 -3.909 0.0 0.0 0.0
C 3.375 0.760 -4.101 0.0 0.0 0.0
C 4.260 0.186 -3.200 0.0 0.0 0.0
C 3.778 -0.513 -2.105 0.0 0.0 0.1
C 2.408 -0.661 -1.881 -0.2 0.0 0.0
P 1.873 -1.577 -0.360 0.6 0.1 -0.4
C 3.141 -2.915 -0.398 -0.1 0.1 0.0
C 4.131 -3.082 0.564 0.1 -0.1 0.0
C 5.042 -4.134 0.456 -0.1 0.1 0.0
C 4.968 -5.016 -0.610 0.0 0.0 0.0
C 3.980 -4.852 -1.579 0.0 0.0 0.1
C 3.077 -3.810 -1.469 0.0 0.0 0.0
C 2.395 -0.556 1.051 -0.1 -0.1 0.1
C 1.905 -0.932 2.300 0.0 0.0 0.1
C 2.326 -0.290 3.455 0.0 0.0 0.0
C 3.240 0.752 3.368 0.0 0.0 0.0
C 3.706 1.156 2.125 0.0 0.0 -0.1
C 3.284 0.508 0.968 0.1 0.1 0.1
H 1.299 1.019 -4.609 0.0 0.0 0.0
H 3.745 1.312 -4.956 0.0 0.0 0.0
H 5.329 0.279 -3.350 0.0 0.0 0.0
H 4.485 -0.965 -1.421 0.0 0.0 0.0
H 4.206 -2.391 1.397 0.0 0.0 0.0
H 5.817 -4.250 1.205 0.0 0.0 0.0
H 5.682 -5.826 -0.697 0.0 0.0 0.0
H 3.921 -5.534 -2.419 0.0 0.0 0.0
H 2.320 -3.684 -2.238 0.0 0.0 0.0
H 1.177 -1.733 2.379 0.0 0.0 0.0
H 1.938 -0.598 4.417 0.0 0.0 0.0
H 3.581 1.253 4.266 0.0 0.0 0.0
H 4.408 1.979 2.049 0.0 0.0 0.0
H 3.651 0.847 0.008 0.0 0.0 0.0
C -0.516 2.524 3.716 0.0 0.0 0.0
C -0.566 3.925 3.107 0.0 -0.2 0.1
C 0.707 4.315 2.362 0.0 0.0 -0.1
C 0.942 3.572 1.045 -0.3 0.0 0.0
N -0.219 3.632 0.154 0.3 0.2 0.1
C -1.030 2.596 -0.175 -0.1 0.1 -0.2
Se -0.827 0.816 0.278 0.0 0.3 0.1
N -2.018 3.093 -0.952 -0.3 0.0 -0.3
C -3.091 2.305 -1.581 0.2 0.1 0.1
C -4.152 1.798 -0.617 -0.1 0.1 0.1
C -4.893 2.874 0.182 0.1 0.0 0.1
C -4.073 3.496 1.321 0.0 0.0 0.0
C -1.827 4.463 -1.148 -0.3 -0.4 -0.1
C -2.548 5.402 -1.869 -0.1 0.1 0.0
C -2.068 6.702 -1.867 0.0 0.0 0.0
C -0.909 7.049 -1.163 0.0 -0.1 0.0
C -0.198 6.105 -0.439 0.0 0.1 0.0
C -0.687 4.806 -0.447 0.4 -0.2 0.3
H -1.396 2.341 4.339 0.0 0.0 0.0
H 0.371 2.411 4.349 -0.1 0.0 0.0
H -0.485 1.749 2.944 0.0 0.1 0.1
H -0.725 4.656 3.901 0.0 0.0 0.0
H -1.422 4.008 2.430 0.0 0.0 0.1
H 1.578 4.124 2.998 0.0 0.1 0.0
H 0.683 5.388 2.163 0.0 0.0 0.0
H 1.150 2.515 1.206 0.0 0.0 0.0
H 1.793 4.011 0.522 0.0 0.0 -0.1
H -2.618 1.475 -2.102 0.0 -0.1 0.0
H -3.550 2.953 -2.325 0.0 0.0 0.0
H -3.695 1.083 0.070 0.0 0.0 0.0
H -4.868 1.241 -1.231 0.0 0.0 0.0
H -5.784 2.410 0.612 0.0 0.0 0.0
H -5.249 3.660 -0.494 0.0 0.0 0.0
H -3.492 2.729 1.845 0.0 0.0 0.0
H -4.725 3.979 2.053 0.0 0.0 0.0
H -3.376 4.257 0.965 0.0 0.0 0.0
H -3.447 5.141 -2.412 0.0 0.0 0.0
H -2.599 7.462 -2.425 0.0 0.0 0.0
H -0.564 8.074 -1.182 0.0 0.0 0.0
H 0.699 6.373 0.103 0.0 0.0 0.0
```
Positions in Å, forces in eV/Å.